{"formula": "C49H41N3OP2S3Y", "method": "ωB97M-V with the def2-TZVPD basis set", "homo_ev": -15.8, "e_lumo_ev": -7.5, "total_charge": 3, "de_lowest_kj_mol": 0.0, "species": ["Y", "O", "S", "C", "C", "C", "C", "C", "C", "P", "C", "C", "C", "C", "C", "C", "C", "C", "C", "C", "C", "C", "C", "C", "C", "C", "C", "C", "P", "C", "C", "C", "C", "C", "C", "C", "C", "C", "C", "C", "C", "H", "H", "H", "H", "H", "H", "H", "H", "H", "H", "H", "H", "H", "H", "H", "H", "H", "H", "H", "H", "H", "H", "H", "H", "H", "H", "H", "H", "C", "C", "N", "C", "C", "S", "C", "C", "S", "C", "N", "C", "H", "H", "H", "H", "H", "H", "H", "H", "C", "C", "C", "N", "C", "C", "H", "H", "H", "H", "H"], "positions_angstrom": [[0.490, 0.091, 0.428], [0.289, 2.287, 0.900], [-1.087, 2.645, 0.263], [-1.982, 3.261, 1.646], [-2.026, 4.592, 2.028], [-2.659, 4.921, 3.220], [-3.188, 3.919, 4.016], [-3.074, 2.581, 3.648], [-2.472, 2.218, 2.453], [-2.169, 0.452, 1.975], [-1.999, -0.438, 3.546], [-2.997, -0.652, 4.501], [-2.723, -1.346, 5.669], [-1.446, -1.832, 5.916], [-0.436, -1.612, 4.991], [-0.721, -0.925, 3.821], [-3.671, -0.043, 1.073], [-4.724, -0.778, 1.614], [-5.835, -1.093, 0.842], [-5.916, -0.674, -0.477], [-4.871, 0.053, -1.032], [-3.758, 0.358, -0.264], [-0.762, 3.826, -1.010], [-1.535, 4.963, -1.194], [-1.291, 5.773, -2.296], [-0.294, 5.438, -3.196], [0.434, 4.267, -3.026], [0.199, 3.419, -1.950], [1.150, 1.842, -1.859], [1.101, 1.178, -3.546], [-0.068, 1.277, -4.301], [-0.156, 0.657, -5.539], [0.921, -0.068, -6.034], [2.081, -0.184, -5.281], [2.169, 0.424, -4.036], [2.853, 2.398, -1.548], [3.687, 2.825, -2.583], [4.969, 3.278, -2.308], [5.430, 3.315, -0.999], [4.598, 2.922, 0.039], [3.314, 2.472, -0.234], [-1.565, 5.364, 1.431], [-2.720, 5.956, 3.528], [-3.677, 4.175, 4.948], [-3.452, 1.823, 4.319], [-3.993, -0.258, 4.364], [-3.511, -1.500, 6.395], [-1.239, -2.372, 6.831], [0.567, -1.976, 5.181], [0.095, -0.765, 3.120], [-4.690, -1.141, 2.628], [-6.642, -1.666, 1.280], [-6.788, -0.914, -1.071], [-4.924, 0.383, -2.062], [-2.957, 0.924, -0.723], [-2.331, 5.219, -0.511], [-1.884, 6.666, -2.443], [-0.093, 6.074, -4.048], [1.184, 4.001, -3.760], [-0.911, 1.857, -3.942], [-1.060, 0.755, -6.126], [0.858, -0.534, -7.010], [2.927, -0.740, -5.667], [3.083, 0.323, -3.463], [3.347, 2.808, -3.610], [5.606, 3.609, -3.118], [6.432, 3.669, -0.788], [4.941, 2.989, 1.064], [2.656, 2.241, 0.593], [2.069, 1.336, 3.625], [2.897, 0.392, 2.816], [2.506, -0.182, 1.688], [3.501, -0.998, 1.158], [4.634, -1.037, 1.898], [4.475, -0.035, 3.270], [3.226, -1.690, -0.102], [4.008, -2.583, -0.758], [3.206, -3.137, -2.161], [1.860, -2.158, -1.811], [2.010, -1.443, -0.716], [0.619, -2.177, -2.639], [1.203, 1.683, 3.063], [2.654, 2.213, 3.904], [1.725, 0.862, 4.546], [5.544, -1.585, 1.709], [4.989, -2.945, -0.491], [0.851, -2.156, -3.702], [0.003, -1.302, -2.426], [0.038, -3.077, -2.429], [-1.712, -4.655, 0.786], [-0.562, -4.264, 1.459], [-0.085, -2.985, 1.258], [-0.687, -2.094, 0.451], [-1.792, -2.486, -0.200], [-2.332, -3.751, -0.062], [-2.114, -5.651, 0.918], [-0.042, -4.936, 2.127], [0.820, -2.658, 1.763], [-2.263, -1.760, -0.847], [-3.225, -4.014, -0.612]]}



{"formula": "C49H42Cl3InN3O4P2S", "method": "ωB97M-V with the def2-TZVPD basis set", "homo_ev": -9.8, "e_lumo_ev": -2.6, "total_charge": 1, "species": ["In", "C", "N", "P", "C", "C", "C", "C", "C", "C", "C", "C", "C", "C", "C", "C", "P", "C", "C", "C", "C", "C", "C", "C", "C", "C", "C", "C", "C", "H", "H", "H", "H", "H", "H", "H", "H", "H", "H", "H", "H", "H", "H", "H", "H", "H", "H", "H", "H", "H", "H", "H", "C", "C", "C", "C", "C", "C", "C", "S", "O", "O", "N", "C", "C", "C", "C", "C", "C", "C", "C", "N", "C", "H", "H", "H", "H", "H", "H", "H", "H", "H", "H", "H", "H", "H", "Cl", "C", "C", "C", "C", "O", "C", "C", "O", "C", "H", "H", "H", "H", "Cl", "C", "Cl", "H", "H"], "positions_angstrom": [[-0.073, 0.380, -0.435], [-2.961, -2.168, 2.027], [-1.950, -1.711, 1.075], [-0.423, -1.220, 1.693], [-0.887, -0.365, 3.227], [-1.597, 0.822, 3.076], [-2.006, 1.535, 4.186], [-1.695, 1.071, 5.454], [-0.973, -0.101, 5.607], [-0.566, -0.823, 4.498], [0.348, -2.786, 2.184], [-0.141, -4.072, 1.996], [0.651, -5.163, 2.309], [1.937, -4.980, 2.796], [2.440, -3.703, 2.984], [1.643, -2.610, 2.681], [-2.443, -0.952, -0.373], [-4.054, -0.174, -0.011], [-4.093, 1.185, 0.287], [-5.302, 1.793, 0.575], [-6.474, 1.055, 0.547], [-6.442, -0.291, 0.221], [-5.237, -0.910, -0.054], [-2.938, -2.332, -1.450], [-2.622, -3.657, -1.183], [-2.959, -4.644, -2.092], [-3.596, -4.315, -3.276], [-3.920, -2.995, -3.543], [-3.591, -2.006, -2.636], [-2.462, -2.720, 2.824], [-3.672, -2.829, 1.527], [-3.518, -1.338, 2.474], [-1.807, 1.193, 2.077], [-2.561, 2.453, 4.065], [-2.003, 1.629, 6.324], [-0.721, -0.455, 6.594], [0.011, -1.727, 4.625], [-1.136, -4.220, 1.606], [0.263, -6.162, 2.177], [2.547, -5.840, 3.027], [3.442, -3.557, 3.358], [2.949, -1.247, 3.051], [-3.178, 1.765, 0.267], [-5.336, 2.847, 0.797], [-7.417, 1.529, 0.767], [-7.359, -0.858, 0.162], [-5.215, -1.959, -0.315], [-2.108, -3.910, -0.269], [-2.716, -5.674, -1.884], [-3.833, -5.087, -3.991], [-4.427, -2.739, -4.459], [-3.847, -0.974, -2.834], [6.450, 4.810, 0.615], [5.626, 3.574, 0.418], [4.365, 3.658, -0.166], [3.556, 2.542, -0.274], [4.008, 1.319, 0.190], [5.279, 1.209, 0.727], [6.090, 2.325, 0.822], [2.853, -0.070, 0.368], [3.638, -1.292, 0.169], [2.011, -1.317, 2.834], [1.922, 0.239, -0.982], [2.230, -0.018, -2.268], [3.507, -0.245, -2.761], [3.720, -0.453, -4.123], [2.686, -0.448, -5.025], [1.373, -0.225, -4.582], [0.253, -0.182, -5.436], [-0.992, 0.074, -4.921], [-1.126, 0.265, -3.542], [-0.101, 0.205, -2.729], [1.138, -0.012, -3.197], [5.811, 5.686, 0.699], [7.121, 4.967, -0.230], [7.058, 4.731, 1.514], [3.996, 4.614, -0.509], [2.579, 2.624, -0.733], [5.617, 0.239, 1.061], [7.081, 2.229, 1.242], [4.338, -0.246, -2.074], [4.732, -0.611, -4.467], [2.869, -0.601, -6.075], [0.398, -0.339, -6.495], [-1.862, 0.130, -5.554], [-2.081, 0.483, -3.076], [0.772, 7.778, 0.706], [0.387, 6.148, 0.282], [-0.337, 5.894, -0.894], [-0.690, 4.615, -1.225], [-0.366, 3.508, -0.398], [-0.841, 2.346, -0.710], [0.446, 3.777, 0.746], [0.979, 2.741, 1.556], [0.808, 1.523, 1.436], [0.801, 5.106, 1.064], [-0.591, 6.715, -1.546], [-1.236, 4.415, -2.136], [1.639, 3.075, 2.375], [1.398, 5.276, 1.947], [0.373, -2.465, -0.893], [1.053, -3.857, -1.734], [0.379, -3.959, -3.369], [0.776, -4.755, -1.182], [2.133, -3.722, -1.796]]}



Number 1: orbital gap 8.267 eV. Number 2: orbital gap 7.164 eV.